{
  "formula": "C9H17N2O2P",
  "method": "the ωB97M-V functional and the def2-TZVPD basis",
  "species": ["C", "C", "C", "P", "O", "N", "C", "N", "C", "C", "O", "C", "C", "C", "H", "H", "H", "H", "H", "H", "H", "H", "H", "H", "H", "H", "H", "H", "H", "H", "H"],
  "xyz": [[-2.9882, -0.1490, -0.0132], [-1.6719, 0.6578, 0.3098], [-1.4740, 2.0022, -0.3884], [-0.3549, -0.5751, -0.1511], [-0.5688, -1.1074, -1.5175], [1.2535, 0.4353, 0.1141], [1.8718, 0.9504, -0.9987], [2.1301, 0.3285, -2.1108], [2.7876, 1.2265, -2.8817], [2.7979, 2.4768, -2.2736], [2.2653, 2.2919, -1.0037], [-0.0897, -1.8170, 1.1121], [-0.2504, -1.1846, 2.5084], [1.0142, -2.7887, 0.9289], [-3.3186, -0.4233, -0.9515], [-2.9642, -1.0029, 0.5882], [-3.8848, 0.3470, 0.3418], [-1.6250, 0.7322, 1.4689], [-2.1148, 2.6906, 0.0827], [-1.7163, 1.9388, -1.4959], [-0.4340, 2.2551, -0.4285], [1.0623, 1.1375, 0.7961], [3.0547, 0.8083, -3.7493], [3.2295, 3.4105, -2.4587], [-1.0477, -2.3288, 0.8906], [0.3838, -0.2076, 2.7022], [-1.4014, -0.9817, 2.6682], [0.1222, -1.9320, 3.2447], [0.9747, -3.3806, -0.0402], [0.9612, -3.4653, 1.7447], [1.9960, -2.3453, 0.9613]],
  "forces_ev_per_a": [[0.09, 2.22, 2.20], [-0.16, -1.66, 0.84], [-0.13, -1.82, -2.03], [2.22, 1.71, -1.08], [0.30, 0.29, 0.71], [-1.88, -1.34, -0.82], [0.22, 0.75, -0.79], [-0.24, -0.30, 2.20], [-1.32, 3.15, 2.81], [0.09, -3.21, -0.14], [-0.68, -1.41, -0.32], [-2.25, 1.02, -0.10], [-0.41, 0.95, 0.90], [0.82, -0.73, -1.80], [0.60, -0.46, -2.54], [0.04, -1.72, 0.84], [-0.02, 0.73, 0.51], [-0.12, 0.28, -1.96], [-0.47, 1.29, 0.41], [-0.14, -0.12, 1.30], [0.48, 0.71, 0.55], [0.08, 0.58, 0.49], [1.44, -0.37, -3.52], [0.45, 1.01, -0.30], [0.26, -0.38, 0.45], [-1.34, -1.87, -0.55], [2.47, -0.25, 0.10], [-0.52, 0.58, -0.23], [-0.22, 0.84, 1.14], [0.00, -0.92, 0.70], [0.34, 0.44, 0.01]],
  "charge": 0,
  "mol_weight_da": 216.22,
  "total_energy_ha": -954.45584,
  "de_lowest_kcal_mol": 0.0
}

{
  "formula": "C9H17N3",
  "method": "the ωB97M-V functional and the def2-TZVPD basis",
  "species": ["C", "C", "C", "N", "N", "C", "C", "C", "C", "N", "C", "C", "H", "H", "H", "H", "H", "H", "H", "H", "H", "H", "H", "H", "H", "H", "H", "H", "H"],
  "xyz": [[-2.5770, 1.1379, -1.9379], [-2.6100, 0.0115, -0.8638], [-1.3024, -0.0582, -0.1311], [-0.2860, -0.5155, -0.7794], [0.7989, -0.2618, 0.0519], [2.2089, -0.6656, -0.2416], [2.6516, -0.2205, -1.6788], [2.2759, -2.2045, -0.1056], [0.3600, 0.3212, 1.2571], [1.0990, 0.6792, 2.3767], [-0.9627, 0.4876, 1.1675], [-1.9392, 1.1065, 2.1208], [-3.4291, 1.0959, -2.6196], [-1.6873, 0.9517, -2.6012], [-2.5558, 2.1056, -1.4758], [-3.4411, 0.2188, -0.1568], [-2.7845, -0.9232, -1.3851], [2.8640, -0.1995, 0.4999], [3.7231, -0.3731, -1.8743], [2.0858, -0.7298, -2.4182], [2.4345, 0.8522, -1.7270], [1.5656, -2.7214, -0.7591], [2.0618, -2.5617, 0.8827], [3.2780, -2.5874, -0.3780], [2.0663, 0.3863, 2.4587], [0.5902, 0.8686, 3.2250], [-2.1198, 2.1787, 1.8192], [-1.5161, 1.0785, 3.1423], [-2.8525, 0.5423, 2.1315]],
  "forces_ev_per_a": [[0.70, -1.33, -0.71], [-0.50, 0.83, 0.03], [-1.03, 0.85, 0.76], [2.37, -0.06, 0.27], [0.67, 0.80, 1.58], [-0.99, -1.28, -1.07], [0.08, 0.87, 1.76], [0.83, -0.10, -0.72], [1.24, -0.64, -0.66], [1.18, -0.13, -0.77], [-2.45, -0.45, -1.61], [1.19, 0.96, -0.06], [-0.21, -0.05, 0.27], [-0.64, 0.49, 0.81], [0.27, 0.57, 0.11], [0.40, -0.33, -0.39], [-0.14, -0.26, 0.13], [-0.27, 0.08, -0.05], [-0.33, -0.08, 0.32], [-0.59, -0.46, -0.63], [0.12, -0.13, -0.32], [0.00, 0.44, -0.10], [-0.12, 0.07, 0.73], [-0.32, 0.27, 0.12], [-0.57, 0.07, 0.14], [0.15, -0.18, -0.21], [-0.08, -1.01, 0.56], [-0.38, 0.22, -0.30], [-0.56, -0.06, 0.03]],
  "charge": 0,
  "mol_weight_da": 167.26,
  "total_energy_ha": -517.38208,
  "de_lowest_kcal_mol": 0.0
}

{
  "formula": "C9H17N3",
  "method": "the ωB97M-V functional and the def2-TZVPD basis",
  "species": ["C", "C", "C", "C", "C", "C", "C", "N", "C", "N", "C", "N", "H", "H", "H", "H", "H", "H", "H", "H", "H", "H", "H", "H", "H", "H", "H", "H", "H"],
  "xyz": [[-0.9059, -2.1516, -0.0595], [0.3773, -1.3189, 0.1016], [1.0709, -1.6946, 1.4078], [1.2906, -1.6263, -1.0988], [0.0335, 0.1902, 0.1407], [1.5204, 1.2004, 0.4961], [-1.0081, 0.5483, 1.1645], [-1.3864, 1.7388, 1.2469], [-1.4120, 2.8227, 0.5672], [-1.5467, 2.7514, -0.7855], [-1.1267, 1.7010, -1.5258], [-0.4704, 0.6464, -1.1374], [-0.6316, -3.1688, -0.3294], [-1.5509, -1.7765, -0.8490], [-1.4739, -2.2203, 0.8621], [2.0891, -1.3208, 1.4471], [0.5319, -1.3104, 2.2749], [1.1097, -2.7768, 1.5056], [1.7794, -2.5839, -0.9292], [2.0793, -0.8913, -1.2381], [0.7302, -1.7293, -2.0295], [1.3236, 2.1907, 0.1126], [2.3488, 0.7257, -0.0040], [1.6408, 1.1912, 1.5701], [-1.4897, -0.2233, 1.7594], [-1.4223, 3.7862, 1.0697], [-1.9374, 3.5529, -1.2845], [-1.3420, 1.7835, -2.5906], [-0.2218, -0.0366, -1.8648]],
  "forces_ev_per_a": [[0.25, 0.04, 0.10], [-0.15, -0.16, -0.32], [-0.01, 0.17, -0.04], [0.00, 0.13, 0.21], [3.63, 1.60, 1.41], [-2.81, -1.87, -0.35], [0.20, -0.68, -0.25], [-0.28, 0.61, 0.37], [-0.26, -0.06, 0.04], [-0.09, 0.36, 0.32], [0.25, -0.63, -0.69], [-0.48, 0.19, -0.64], [-0.01, -0.06, 0.00], [-0.20, 0.04, -0.20], [-0.18, 0.00, 0.17], [0.14, 0.06, 0.04], [-0.03, -0.03, 0.17], [-0.02, -0.05, -0.02], [-0.07, -0.06, -0.07], [0.10, 0.03, -0.04], [-0.03, -0.05, -0.16], [0.00, 0.24, -0.08], [0.10, -0.05, -0.12], [0.07, 0.04, 0.16], [-0.13, 0.04, 0.01], [0.16, 0.05, -0.13], [0.13, -0.15, 0.04], [0.03, -0.08, 0.15], [-0.28, 0.34, -0.09]],
  "charge": 2,
  "mol_weight_da": 167.26,
  "total_energy_ha": -516.70212,
  "de_lowest_kcal_mol": 26.2
}

{
  "formula": "C9H17N3S2",
  "method": "the ωB97M-V functional and the def2-TZVPD basis",
  "species": ["C", "C", "C", "C", "C", "C", "C", "C", "C", "H", "H", "H", "H", "H", "H", "H", "H", "H", "H", "H", "H", "H", "H", "H", "H", "H", "N", "N", "N", "S", "S"],
  "xyz": [[1.1924, 1.4565, -0.4199], [0.0325, 2.4618, -1.0045], [-1.0878, 2.2800, 0.1376], [-1.3291, 0.8080, 0.4678], [-1.8964, -0.2340, -0.6227], [-2.6896, -1.4037, 0.2163], [-1.8442, -2.4454, 0.7393], [0.8270, -1.9888, 0.0674], [2.9864, -0.8250, 0.3525], [1.2533, 1.6402, 0.7854], [0.8727, 0.4866, -0.2714], [2.3170, 1.5817, -1.0016], [-0.4758, 2.0779, -1.9695], [0.5615, 3.4897, -1.2807], [-0.5569, 2.7414, 1.0273], [-1.8904, 2.8656, -0.1522], [-0.4337, 0.3823, 0.9370], [-2.0564, 0.8195, 1.2815], [-1.3088, -1.0209, -1.4359], [-2.5986, 0.1721, -1.4524], [-3.3648, -1.9997, -0.6235], [-3.3822, -0.9821, 0.9087], [-0.9989, -1.7145, 1.2892], [-1.9971, -3.4014, 1.2641], [4.4941, 0.4272, 0.7207], [4.7195, -0.8656, -0.8316], [0.8842, -1.2669, 1.1694], [2.0602, -0.6789, 1.3784], [4.2418, -0.6315, 0.3331], [-0.5808, -2.6875, -0.8137], [2.0487, -1.5446, -1.1960]],
  "forces_ev_per_a": [[2.00, 4.32, 0.34], [1.06, -1.67, -0.06], [4.21, 0.51, -0.30], [-0.47, -0.70, -0.81], [-1.44, -1.68, -1.44], [-3.29, -0.11, -5.30], [6.69, 2.25, 0.47], [-0.64, 1.77, -2.41], [-9.28, -1.98, 0.25], [0.60, 0.57, -2.88], [-0.42, -1.79, -1.26], [-3.29, -0.49, 1.84], [1.22, 0.39, 1.25], [-1.66, -1.88, 1.12], [-1.12, -0.39, -0.62], [-2.07, 0.81, -0.19], [-0.59, 0.30, -0.20], [-0.30, -0.13, -0.07], [-0.60, 3.49, 2.68], [0.55, 0.06, 2.03], [0.97, 1.80, 1.76], [-0.45, 0.30, 0.69], [-2.26, -2.75, -0.23], [-0.58, 0.72, -0.56], [-0.40, -3.56, -1.26], [-1.86, 1.32, 5.04], [-0.08, -2.37, -1.69], [4.58, 0.08, -1.95], [7.05, 3.84, -3.46], [0.59, -2.55, 3.36], [1.30, -0.48, 3.85]],
  "charge": 0,
  "mol_weight_da": 231.39,
  "total_energy_ha": -1313.44436,
  "de_lowest_kcal_mol": 225.1
}

{
  "formula": "C9H17N3S2",
  "method": "the ωB97M-V functional and the def2-TZVPD basis",
  "species": ["C", "C", "C", "C", "C", "C", "C", "C", "C", "H", "H", "H", "H", "H", "H", "H", "H", "H", "H", "H", "H", "H", "H", "H", "H", "H", "N", "N", "N", "S", "S"],
  "xyz": [[4.6666, 0.7711, -3.1096], [3.3524, 1.4996, -3.4795], [2.2886, 0.7180, -2.7827], [2.0996, -0.7294, -3.2172], [0.6897, -1.1823, -2.6084], [0.7197, -1.3841, -1.0922], [-0.7883, -1.6921, -0.6472], [-1.2025, -0.3878, 1.6308], [-1.8979, 0.9774, 3.1518], [5.6647, 1.3738, -3.2361], [4.7981, -0.1831, -3.6086], [4.6519, 0.5146, -2.0229], [3.1953, 1.4973, -4.5328], [3.4923, 2.5113, -3.0583], [1.2255, 1.2176, -2.8002], [2.5526, 0.4571, -1.7115], [2.8581, -1.3361, -2.7138], [2.2281, -0.7286, -4.3131], [-0.2292, -0.5911, -2.9539], [0.5522, -2.1572, -3.0089], [1.3979, -2.1932, -0.8145], [1.1639, -0.5500, -0.4920], [-1.4724, -0.8492, -1.0077], [-1.2738, -2.6437, -1.0147], [-2.4852, 0.9097, 5.1139], [-2.2862, 2.5759, 4.4985], [-1.6657, 0.4570, 0.7433], [-2.3647, 1.5985, 4.3234], [-1.2413, -0.2201, 3.0216], [-0.9350, -2.0292, 1.1085], [-2.1086, 1.7658, 1.6405]],
  "forces_ev_per_a": [[2.09, 0.82, 0.56], [1.84, -0.30, 1.88], [-2.38, -0.09, 1.95], [-1.55, 0.83, 0.21], [0.89, 0.43, -1.11], [-1.29, 0.20, 0.48], [0.07, -0.15, -0.88], [-0.82, -1.60, 0.57], [1.21, -0.11, 0.69], [-1.97, -0.92, -0.11], [0.00, -0.06, -0.32], [-0.05, 0.30, -0.65], [-0.11, 0.32, -0.90], [-0.61, -0.22, -0.50], [2.04, -0.61, 0.05], [-0.26, 1.71, -0.73], [0.01, -0.18, -0.50], [-0.51, -0.81, 0.26], [1.57, -0.34, 0.47], [-0.52, -1.05, -0.43], [-0.28, -0.41, -0.23], [-0.97, -0.18, -0.58], [0.99, -1.21, 0.85], [1.14, 0.86, -0.45], [0.45, 1.65, -1.14], [0.07, 0.25, -0.03], [1.12, 0.62, 1.32], [0.36, -3.61, 0.09], [-2.15, 2.92, -1.06], [0.46, 0.30, 0.10], [-0.87, 0.66, 0.16]],
  "charge": 0,
  "mol_weight_da": 231.39,
  "total_energy_ha": -1313.72051,
  "de_lowest_kcal_mol": 51.8
}

{
  "formula": "C9H17N4",
  "method": "the ωB97M-V functional and the def2-TZVPD basis",
  "species": ["C", "C", "C", "C", "C", "C", "C", "C", "C", "N", "N", "N", "N", "H", "H", "H", "H", "H", "H", "H", "H", "H", "H", "H", "H", "H", "H", "H", "H", "H"],
  "xyz": [[-2.7532, 0.0806, -0.2945], [-0.4169, -0.2446, -0.7222], [-0.6913, 0.6126, 0.4539], [0.0017, -2.1207, 0.8422], [0.1459, -2.7274, -1.5653], [0.8269, 2.3870, 0.0694], [0.0479, 1.9035, 2.4875], [0.4250, -1.5835, -0.4640], [0.4554, 1.3530, 1.1403], [2.3966, 0.7596, -3.7024], [2.0286, 0.4092, -2.7330], [-1.9392, -0.3824, -1.1910], [-1.9327, 0.8121, 0.6451], [0.0853, 0.3682, -1.4306], [0.7371, -2.9626, 1.0556], [-0.9855, -2.4469, 0.9298], [0.1877, -1.2774, 1.5820], [-0.9090, -3.0058, -1.4143], [0.8056, -3.6015, -1.3345], [0.6253, -2.5159, -2.6133], [1.4654, 2.0595, -0.8151], [1.3035, 3.2236, 0.4999], [-0.1620, 2.7516, -0.2385], [-0.9791, 2.4980, 2.4229], [0.7677, 2.7004, 2.7161], [0.0756, 1.2951, 3.3290], [1.5477, -1.2389, -0.5743], [1.3268, 0.7248, 1.3374], [-2.1226, -1.1663, -1.8485], [-2.3644, 1.3352, 1.4303]],
  "forces_ev_per_a": [[-1.85, -0.04, -0.50], [-2.17, -0.79, -0.54], [3.45, 0.11, 0.44], [3.93, 0.45, 2.14], [2.30, 0.96, -0.21], [-0.68, -0.18, -1.10], [-1.54, 4.06, -1.51], [0.28, 0.68, -3.01], [-0.26, -1.33, 0.13], [-0.24, -0.27, 0.70], [0.37, 0.27, -0.84], [3.23, -1.39, 1.04], [-1.15, -0.37, 0.18], [0.42, 0.44, -0.77], [-1.23, 0.88, 0.28], [-1.63, -0.57, -0.15], [-0.27, -1.40, -0.22], [0.43, -0.14, -0.96], [-0.81, 0.55, 0.51], [-1.90, 0.16, 1.59], [-1.10, 0.06, 1.31], [0.72, 0.88, 0.68], [0.47, 0.40, -0.72], [1.97, -1.25, 0.30], [-0.16, -0.05, 0.04], [-0.27, -1.66, 1.11], [-2.19, -0.75, 0.67], [-0.22, -0.49, -0.39], [-0.43, 1.22, 0.65], [0.51, -0.45, -0.84]],
  "charge": 1,
  "mol_weight_da": 181.26,
  "total_energy_ha": -571.84328,
  "de_lowest_kcal_mol": 31.2
}

{
  "formula": "C9H17N4",
  "method": "the ωB97M-V functional and the def2-TZVPD basis",
  "species": ["C", "C", "C", "C", "C", "C", "C", "C", "C", "N", "N", "N", "N", "H", "H", "H", "H", "H", "H", "H", "H", "H", "H", "H", "H", "H", "H", "H", "H", "H"],
  "xyz": [[1.9328, 2.3836, -0.3062], [-0.0045, 1.1848, 0.3125], [0.6933, 0.5142, -0.8051], [-0.6293, 1.6393, 2.6585], [-1.0737, -0.6184, 1.6958], [-1.1863, -0.5185, -2.0380], [1.1601, -0.7813, -2.8672], [-0.0440, 0.5849, 1.7726], [0.2949, -0.6536, -1.6280], [3.9562, -0.1197, 0.8357], [3.1665, -0.8783, 0.9762], [1.7394, 1.2320, -1.1049], [0.8404, 2.3815, 0.4465], [-1.1348, 1.5112, 0.1015], [-0.6088, 1.2837, 3.6684], [-1.6261, 1.7224, 2.2754], [-0.2855, 2.6422, 2.5528], [-0.8196, -1.4262, 1.0837], [-2.0104, -0.3158, 1.2923], [-1.1048, -1.1318, 2.6823], [-1.8444, -0.3411, -1.2555], [-1.3834, -1.4150, -2.5357], [-1.2016, 0.3316, -2.7717], [2.0900, -1.1815, -2.5069], [1.2120, 0.1954, -3.1570], [0.6201, -1.4132, -3.6166], [0.9874, 0.3134, 1.9159], [0.4980, -1.5221, -0.9304], [2.2713, 0.9050, -1.8375], [0.6078, 3.0571, 1.2453]],
  "forces_ev_per_a": [[-0.17, 1.42, 0.92], [-2.00, 1.83, 0.71], [-0.63, 0.07, -0.15], [-0.44, -0.56, -0.37], [1.80, 0.41, 2.11], [2.29, 1.47, -1.19], [-1.39, -2.49, 1.20], [-1.18, -1.52, -2.63], [-0.41, -0.77, 1.62], [-1.46, -1.51, 0.31], [1.52, 1.46, -0.29], [-2.34, -0.23, 2.01], [0.24, 0.67, 0.18], [2.40, -0.85, -0.12], [-0.17, 0.22, 0.65], [-1.09, 0.03, 0.45], [0.80, 0.53, 0.59], [1.16, -1.09, -1.35], [-1.00, 0.62, 0.37], [-0.61, 0.75, -0.40], [-1.23, 0.23, 1.40], [-0.87, -1.27, -0.84], [-0.37, -0.75, 0.57], [0.74, -0.28, -0.71], [0.62, 2.36, -1.96], [0.94, 0.51, 0.59], [0.25, -0.43, 0.83], [-0.64, 0.52, -0.62], [2.12, -0.09, -1.76], [1.11, -1.24, -2.11]],
  "charge": 1,
  "mol_weight_da": 181.26,
  "total_energy_ha": -571.85165,
  "de_lowest_kcal_mol": 25.9
}

{
  "formula": "C9H17N4O",
  "method": "the ωB97M-V functional and the def2-TZVPD basis",
  "species": ["N", "C", "N", "C", "N", "C", "C", "C", "C", "C", "C", "C", "N", "O", "H", "H", "H", "H", "H", "H", "H", "H", "H", "H", "H", "H", "H", "H", "H", "H", "H"],
  "xyz": [[-3.5072, 0.0134, -0.7882], [-2.3444, 0.6174, -0.5774], [-1.2883, 0.7961, -1.2273], [-0.2043, 1.4930, -0.6398], [1.0047, 0.3469, -0.4236], [1.0469, -0.2414, 0.8758], [2.1645, -1.2276, 1.0579], [1.9793, -2.2668, -0.0127], [2.0968, -1.6643, -1.3303], [0.9865, -0.6122, -1.5217], [-0.3752, 2.2345, 0.6074], [-1.4298, 2.0551, 1.3955], [-2.3581, 1.1351, 1.1162], [-3.5297, 0.9404, 1.6755], [-3.5566, -0.6622, -1.5919], [-3.9295, -0.2270, 0.0706], [0.0319, 2.1619, -1.3409], [1.7536, 1.0350, -0.5012], [-0.0156, -0.6184, 1.1215], [1.2961, 0.5489, 1.6578], [2.1273, -1.5340, 2.0926], [3.2486, -0.8933, 0.9142], [2.7397, -3.1053, -0.0182], [1.0651, -2.9007, 0.0682], [3.1676, -1.3467, -1.3899], [1.9250, -2.3723, -2.1630], [1.1058, -0.0862, -2.4837], [-0.0549, -1.1777, -1.5402], [0.4013, 3.1102, 0.7268], [-1.5624, 2.6509, 2.2367], [-3.9848, 1.7973, 1.9332]],
  "forces_ev_per_a": [[0.82, -0.81, -2.29], [0.57, 1.06, 3.96], [-1.22, -0.26, 0.24], [-1.50, -2.77, 2.74], [-0.94, 2.96, -1.69], [-0.70, 1.29, 3.53], [1.04, -0.81, -0.73], [0.42, -4.41, 1.17], [-0.05, 0.69, -2.09], [-0.41, -1.58, -1.13], [2.40, 1.93, -0.49], [-0.34, -0.15, -0.30], [1.98, -2.04, -5.47], [-2.60, 1.15, 2.33], [-0.03, 1.11, 1.28], [-1.07, -0.40, 0.76], [2.51, 2.13, -2.98], [0.63, -0.67, -0.23], [1.79, 0.12, -0.34], [-0.90, -0.50, -1.22], [-0.12, -0.62, 0.16], [-1.58, 0.56, 0.19], [-0.35, 1.02, 0.58], [0.04, 0.89, 0.23], [-0.95, 0.56, -0.51], [0.30, 0.08, 0.52], [-0.27, -0.05, 0.49], [2.20, 1.36, 0.22], [-1.92, -1.82, 0.20], [-0.41, 0.99, 1.55], [0.64, -1.02, -0.68]],
  "charge": 1,
  "mol_weight_da": 197.26,
  "total_energy_ha": -647.01436,
  "de_lowest_kcal_mol": 74.8
}